Record 1
55
Properties=species:S:1:pos:R:3 method="wB97M-V/def2-TZVPD" gap_ev=8.56 lumo_ev=-2.73 total_charge=+1
C -1.66 4.78 -2.61
N -1.99 3.48 -2.62
C -2.80 3.11 -1.55
H -2.17 3.18 -0.49
H -3.52 3.95 -1.19
C -3.38 1.59 -1.44
N -2.71 0.70 -2.29
N -1.33 0.19 -1.93
C -0.09 0.65 -1.77
O 0.06 1.88 -2.06
C 0.88 -0.44 -1.40
C 0.66 -1.44 -0.48
C 1.53 -2.07 0.06
C 2.79 -2.11 -0.55
C 3.24 -0.89 -1.23
C 2.06 -0.17 -1.56
H 2.28 0.86 -2.14
H 4.09 -0.84 -1.48
H 3.58 -2.74 -0.32
S 0.94 -3.75 0.96
O 2.11 -4.63 0.82
O -0.40 -4.13 0.62
N 1.04 -3.17 2.42
C -0.27 -2.79 3.15
C 0.24 -1.25 3.71
C 0.98 -0.29 3.16
C 2.38 -0.49 3.85
C 3.15 -1.86 2.92
C 2.22 -3.20 3.32
H 2.78 -3.94 2.86
H 2.14 -3.32 4.19
H 3.36 -1.57 2.04
H 4.05 -1.97 3.48
H 2.42 -0.64 4.91
H 3.04 0.29 3.55
H 0.96 -0.51 1.95
H 0.87 0.79 3.47
H 0.06 -1.60 4.90
H -0.99 -0.85 3.86
H -0.50 -3.58 3.83
H -1.10 -2.56 2.37
H -0.63 -1.83 -0.08
H -1.58 -0.90 -1.64
C -2.50 1.37 -3.65
H -1.39 0.93 -4.22
H -3.35 1.08 -4.44
C -2.63 2.97 -3.74
H -2.12 3.42 -4.60
H -3.46 3.25 -3.93
H -3.36 0.96 -0.55
H -4.31 1.66 -2.02
H -0.95 2.79 -2.45
H -2.44 5.54 -2.93
H -1.26 5.12 -1.60
H -1.02 5.02 -3.39


Record 2
19
Properties=species:S:1:pos:R:3 method="wB97M-V/def2-TZVPD" gap_ev=10.78 lumo_ev=-3.42 total_charge=+1
K 3.56 -0.21 10.17
O 6.80 1.01 7.85
H 7.48 0.34 7.88
H 6.79 1.31 6.95
O 1.07 -3.77 9.14
H 0.63 -3.21 9.79
H 0.54 -3.69 8.35
O 4.03 1.31 14.05
H 3.69 2.09 14.48
H 4.88 1.15 14.47
O 1.22 0.39 6.68
H 1.18 1.33 6.48
H 0.85 -0.03 5.90
O 0.98 -1.21 13.16
H 1.59 -0.67 13.67
H 0.80 -1.96 13.73
O 6.44 -3.18 10.87
H 7.30 -3.01 11.25
H 6.38 -4.14 10.84


Record 3
7
Properties=species:S:1:pos:R:3 method="wB97M-V/def2-TZVPD" gap_ev="6.18 / 6.19" lumo_ev="-3.10 / -3.10"
C 0.58 1.85 -0.58
O -0.59 -2.52 0.16
O 0.79 2.09 -1.67
S -1.70 -1.66 0.98
S -0.17 0.60 0.44
H 0.14 -2.98 0.56
H 0.95 2.61 0.11


Result set for E_tot: -1545.27609 -1058.38280 -986.00964 hartree, one per record in the order listed.
Result set for relative energy (zero: lowest compared OMol25 entry of this formula, charge and spin): 19.101 1.431 3.364 eV, one per record in the order listed.